[1]
DFT (the ωB97M-V functional and the def2-TZVPD basis) results for C11H44KN22O11 as an isolated structure.

Structure (ORCA input):
```
! RIJCOSX wB97M-V def2-TZVPD def2/J DEFGRID3
* xyz 1 1
K 17.58 7.45 22.48
C 15.74 8.20 25.60
O 16.74 7.70 25.23
N 15.43 9.39 25.36
N 14.85 7.50 26.24
H 14.49 9.69 25.59
H 16.02 9.77 24.64
H 14.22 7.98 26.87
H 15.24 6.58 26.37
C 18.70 10.30 23.98
O 17.63 9.97 23.46
N 19.46 11.25 23.49
N 19.15 10.02 25.15
H 19.13 11.45 22.55
H 20.37 11.33 23.92
H 18.69 9.21 25.54
H 20.08 10.32 25.42
C 17.43 2.93 21.93
O 17.46 3.90 22.66
N 17.27 1.70 22.38
N 17.51 3.02 20.61
H 17.14 1.50 23.36
H 17.13 1.05 21.63
H 17.26 3.93 20.24
H 17.21 2.24 20.05
C 21.64 3.28 22.83
O 22.73 3.02 23.03
N 21.04 4.38 22.55
N 20.74 2.35 22.98
H 21.37 5.27 22.89
H 20.25 4.41 21.91
H 21.20 1.52 23.34
H 19.73 2.36 22.91
C 17.62 10.89 19.97
O 18.66 11.32 20.35
N 17.12 11.02 18.81
N 16.85 10.31 20.76
H 17.49 11.74 18.20
H 16.55 10.26 18.46
H 15.90 10.25 20.42
H 17.08 10.65 21.68
C 19.88 5.34 26.77
O 19.87 4.36 26.01
N 20.63 5.47 27.83
N 19.14 6.43 26.47
H 20.70 6.28 28.42
H 21.08 4.58 27.99
H 18.77 6.26 25.54
H 19.02 7.31 26.96
C 18.77 7.25 18.91
O 18.94 7.01 20.03
N 19.84 7.75 18.22
N 17.82 6.92 18.18
H 20.64 8.22 18.61
H 19.54 7.92 17.28
H 17.01 6.60 18.69
H 17.37 7.58 17.55
C 14.29 5.05 21.68
O 15.18 5.88 21.47
N 13.91 4.57 22.86
N 13.82 4.32 20.78
H 13.53 3.64 22.97
H 14.43 5.01 23.61
H 14.25 4.37 19.87
H 13.06 3.67 20.90
C 14.36 8.70 17.64
O 15.45 9.22 17.53
N 13.22 8.96 17.08
N 14.13 7.71 18.44
H 13.08 9.27 16.13
H 12.58 9.22 17.81
H 13.24 7.24 18.38
H 14.69 7.55 19.27
C 13.19 11.14 20.91
O 14.03 10.26 20.63
N 12.80 11.32 22.14
N 12.51 11.73 20.00
H 12.11 12.04 22.29
H 13.17 10.75 22.89
H 12.82 11.62 19.04
H 11.92 12.53 20.18
C 21.22 8.00 23.23
O 20.14 7.45 23.38
N 21.47 9.15 22.54
N 22.30 7.51 23.74
H 22.44 9.45 22.49
H 20.74 9.64 22.04
H 22.23 6.69 24.33
H 23.18 8.00 23.71
*
```

Results
HOMO-LUMO gap: 8.27 eV
E_LUMO: -2.02 eV
HOMO level: -10.28 eV

Atom charges from the Mulliken analysis, given in e for atoms 1 to 4: number 1, K, carries 0.5574; number 2, C, carries 0.4389; number 3, O, carries -0.2728; number 4, N, carries -0.2740

=====

[2]
DFT (the ωB97M-V functional and the def2-TZVPD basis) results for a 11-piece molecular cluster, C11H44N20O11 overall.

Structure (ORCA input):
```
! RIJCOSX wB97M-V def2-TZVPD def2/J DEFGRID3
* xyz 1 2
C 13.03 -10.25 10.54
O 13.96 -11.29 10.68
H 13.10 -9.52 11.35
H 13.10 -9.67 9.62
H 12.02 -10.61 10.35
H 14.00 -11.57 9.76
C 15.18 -9.95 14.25
O 14.98 -11.10 14.62
N 15.67 -9.02 14.92
N 15.06 -9.59 13.02
H 15.71 -8.11 14.49
H 15.93 -9.04 15.90
H 14.49 -10.21 12.46
H 15.20 -8.62 12.78
C 16.56 -10.48 6.48
O 17.74 -10.75 6.49
N 15.74 -10.63 7.46
N 16.02 -10.00 5.43
H 14.78 -10.34 7.38
H 16.21 -10.80 8.34
H 16.49 -9.93 4.54
H 15.01 -10.09 5.46
C 8.96 -8.17 8.06
O 8.71 -8.62 6.97
N 9.59 -8.90 8.96
N 8.75 -6.90 8.44
H 9.87 -8.36 9.77
H 9.66 -9.88 8.72
H 9.17 -6.64 9.31
H 8.00 -6.43 7.94
C 14.64 -6.91 9.72
O 14.67 -7.12 10.90
N 15.54 -7.34 8.86
N 13.78 -6.11 9.11
H 16.27 -7.94 9.21
H 15.41 -7.16 7.88
H 14.02 -6.01 8.14
H 12.97 -5.75 9.61
C 11.20 -11.11 14.24
O 12.32 -11.41 14.59
N 10.13 -11.59 14.65
N 10.99 -10.26 13.35
H 10.29 -12.27 15.38
H 9.28 -11.38 14.15
H 11.71 -9.75 12.85
H 10.03 -9.93 13.35
C 12.31 -10.28 6.02
O 12.82 -10.52 7.12
N 12.82 -10.70 4.96
N 11.30 -9.52 5.83
H 12.30 -10.67 4.10
H 13.45 -11.48 4.89
H 10.71 -9.73 5.04
H 10.94 -9.00 6.62
C 14.28 -14.44 12.62
O 14.39 -13.43 13.39
N 13.46 -14.45 11.56
N 14.66 -15.59 12.97
H 13.58 -15.16 10.86
H 13.11 -13.54 11.28
H 15.17 -15.71 13.84
H 14.46 -16.33 12.32
C 13.33 -14.74 6.81
O 13.25 -15.66 7.56
N 13.70 -14.78 5.56
N 13.15 -13.43 7.07
H 13.64 -13.97 4.96
H 14.02 -15.66 5.17
H 12.96 -12.82 6.29
H 12.68 -13.24 7.95
C 17.27 -12.01 10.42
O 16.46 -12.66 9.80
N 18.52 -12.26 10.40
N 17.00 -10.83 10.88
H 19.01 -13.06 10.03
H 18.96 -11.86 11.22
H 16.06 -10.49 10.99
H 17.74 -10.19 11.12
C 11.17 -6.86 12.11
O 10.63 -7.33 11.16
N 12.42 -7.13 12.33
N 10.56 -6.19 13.02
H 12.85 -6.60 13.07
H 13.00 -7.23 11.50
H 9.59 -5.92 12.96
H 11.18 -5.76 13.68
*
```

Results
HOMO-LUMO gap (spin up / spin down): 9.05 / 4.49 eV
E_LUMO (spin up / spin down): -1.94 / -6.50 eV
HOMO level (spin up / spin down): -10.99 / -10.99 eV

Atom charges from the Mulliken analysis, given in e for atoms 1 to 4: number 1, C, carries 0.5634; number 2, O, carries -0.2375; number 3, H, carries -0.7040; number 4, H, carries -0.0894

=====

[3]
DFT (the ωB97M-V functional and the def2-TZVPD basis) results for C11H44N23O14V as an isolated structure.

Structure (ORCA input):
```
! RIJCOSX wB97M-V def2-TZVPD def2/J DEFGRID3
* xyz 1 4
V 0.30 0.67 -0.08
N 0.14 -1.24 -5.65
O -0.37 -0.55 -4.73
O 1.00 -2.01 -5.52
O -0.32 -1.13 -6.75
C 1.82 -3.92 2.40
O 1.15 -3.77 3.39
N 2.65 -3.05 1.98
N 2.14 -5.07 1.94
H 3.24 -3.26 1.18
H 2.53 -2.15 2.42
H 1.75 -5.77 2.54
H 2.79 -5.23 1.18
C -0.18 3.40 4.65
O 0.75 4.10 4.24
N -0.68 3.30 5.87
N -0.99 2.75 3.84
H -1.56 2.82 6.03
H -0.26 3.77 6.65
H -1.68 2.33 4.44
H -0.95 2.54 2.85
C 2.37 3.36 0.97
O 1.50 2.55 0.62
N 3.45 3.53 0.23
N 2.27 4.06 2.05
H 3.43 2.97 -0.61
H 4.04 4.34 0.37
H 1.43 3.97 2.61
H 2.91 4.83 2.11
C -1.33 -2.10 0.97
O -1.01 -0.92 0.84
N -1.56 -2.94 0.05
N -1.33 -2.72 2.11
H -1.28 -2.54 -0.84
H -1.73 -3.91 0.27
H -1.16 -2.15 2.93
H -1.67 -3.67 2.18
C -2.34 -0.05 -1.90
O -1.29 0.34 -1.43
N -3.38 -0.17 -1.14
N -2.56 -0.16 -3.15
H -4.32 -0.18 -1.51
H -3.24 0.04 -0.16
H -3.44 -0.27 -3.65
H -1.73 -0.09 -3.72
C -4.29 0.18 2.13
O -4.23 1.16 1.42
N -4.74 -0.99 1.66
N -3.95 0.06 3.39
H -5.13 -1.01 0.73
H -4.90 -1.73 2.33
H -3.84 0.94 3.86
H -4.06 -0.82 3.88
C 1.11 2.16 -3.11
O 0.82 1.72 -2.01
N 1.23 3.43 -3.38
N 1.51 1.45 -4.19
H 1.20 4.01 -2.56
H 1.60 3.70 -4.28
H 1.35 0.46 -4.03
H 1.57 1.93 -5.07
C 2.44 0.12 2.15
O 1.39 -0.11 1.60
N 2.55 0.34 3.45
N 3.62 0.14 1.50
H 3.41 0.55 3.93
H 1.72 0.55 3.99
H 4.45 0.44 1.99
H 3.50 -0.07 0.52
C -1.67 3.36 0.73
O -1.01 2.31 0.77
N -1.19 4.51 0.49
N -2.97 3.45 0.58
H -0.20 4.58 0.31
H -1.73 5.30 0.80
H -3.58 2.65 0.56
H -3.24 4.16 -0.08
C 2.64 -0.92 -1.92
O 1.94 -0.36 -1.13
N 2.14 -1.87 -2.67
N 3.94 -0.62 -2.05
H 2.62 -2.46 -3.34
H 1.16 -2.02 -2.87
H 4.12 0.34 -1.77
H 4.50 -1.02 -2.79
C -0.78 -4.21 -3.29
O -0.50 -3.28 -2.57
N -1.58 -5.16 -2.89
N -0.25 -4.37 -4.45
H -1.98 -5.11 -1.96
H -1.89 -5.81 -3.59
H 0.32 -3.58 -4.74
H -0.43 -5.13 -5.09
*
```

Results
HOMO-LUMO gap (spin up / spin down): 6.50 / 7.78 eV
E_LUMO (spin up / spin down): -1.89 / -1.89 eV
HOMO level (spin up / spin down): -8.39 / -9.67 eV

Atom charges from the Mulliken analysis, given in e for atoms 1 to 4: number 1, V, carries 1.2839; number 2, N, carries 1.1001; number 3, O, carries -0.7263; number 4, O, carries -0.7161